Record 1
Molecular formula: C6H12O
Method: DFT, the ωB97M-V functional and the def2-TZVPD basis

Properties
energy relative to the best compared isomer or geometry (same formula, charge and spin): 85.3 kJ/mol
E: -311.02680 Ha
HOMO energy: -8.91 eV
multiplicity: 1
structure (SMILES): C/C=C/C[C@@H](C)O

Cartesian coordinates (Å):
C  3.14907  0.50949  -0.16521
C  1.75017  0.18088  -0.58546
C  0.68806  0.96479  -0.42392
C  -0.71246  0.48557  -0.68897
C  -1.34923  -0.11131  0.57299
C  -2.64402  -0.85079  0.25795
O  -0.39314  -1.00366  1.12132
H  3.85977  0.41779  -0.99436
H  3.47610  -0.18904  0.61545
H  3.21562  1.52356  0.24017
H  1.59187  -0.81772  -0.99576
H  0.80942  1.95540  0.01834
H  -0.69321  -0.29894  -1.45706
H  -1.35690  1.29342  -1.05928
H  -1.55891  0.70498  1.28665
H  -2.43154  -1.67929  -0.42713
H  -3.38798  -0.19545  -0.20680
H  -3.08877  -1.26565  1.17157
H  -0.83388  -1.55526  1.77443

Record 2
Molecular formula: C28H30B2ClF4N7O8Ti
Method: DFT, the ωB97M-V functional and the def2-TZVPD basis

Properties
energy relative to the best compared isomer or geometry (same formula, charge and spin): 424.4 kJ/mol
E: -3828.73284 Ha
net charge: +2
HOMO energy: -12.57 eV
multiplicity: 1

Cartesian coordinates (Å):
Ti  -0.45554  -1.24298  -0.66818
C  2.91537  1.11503  -1.87178
C  1.83869  0.43410  -1.12186
N  0.70791  0.03226  -1.60005
O  0.40002  0.05614  -2.93050
B  -0.05622  -1.29694  -3.36886
F  0.63972  -2.20332  -2.29019
F  0.34485  -1.57078  -4.59399
O  -1.47677  -1.58371  -3.15744
N  -1.74607  -2.01065  -1.87045
C  -2.57348  -2.96861  -1.64054
C  -3.49526  -3.55981  -2.62999
C  -2.71271  -3.24957  -0.15010
N  -1.46977  -3.08213  0.64022
O  -1.20227  -1.77538  0.92643
B  -0.28035  -1.59812  2.36202
F  -0.42895  -2.71983  3.05084
F  -0.84954  -0.47954  2.84095
O  1.07313  -1.38454  1.85956
N  1.09456  -0.84694  0.61316
C  1.98192  0.04523  0.29376
C  3.00829  0.59984  1.20040
C  -3.32081  -4.58657  0.23796
H  2.70998  1.08507  -2.94092
H  3.87010  0.63046  -1.66559
H  3.00282  2.15860  -1.56502
H  -3.17208  -3.28858  -3.63461
H  -4.49631  -3.16202  -2.45422
H  -3.55404  -4.64129  -2.53007
H  2.59504  0.62778  2.21106
H  3.30109  1.60031  0.88926
H  3.90232  -0.02662  1.23277
H  -4.37114  -4.63455  -0.04077
H  -3.24577  -4.71573  1.31669
H  -2.78046  -5.40098  -0.24078
Cl  -3.78467  -1.88931  0.36681
O  0.35164  -6.92945  -2.42752
C  0.74836  -6.86356  -1.17064
C  1.47065  -7.93736  -0.63722
C  1.87842  -7.92803  0.67605
C  1.58570  -6.84159  1.51449
C  0.91830  -5.75639  1.01981
C  0.48001  -5.74347  -0.32641
C  -0.27638  -4.66530  -0.84994
O  -0.92569  -4.64535  -1.88648
O  -0.25421  -3.46118  -0.07651
H  -0.16355  -6.14714  -2.70414
H  1.68166  -8.77017  -1.28833
H  2.42117  -8.77344  1.07343
H  1.87637  -6.86567  2.55174
H  0.68048  -4.91069  1.64873
C  1.91486  9.78080  1.17403
C  1.52207  8.39210  1.52774
C  1.35431  8.00988  2.86072
C  1.04374  6.70982  3.19330
C  0.87824  5.74693  2.19389
N  0.69125  4.41237  2.58238
C  0.22727  3.33842  1.88725
O  0.64354  2.21678  2.08942
N  -0.76949  3.62928  0.95758
C  -1.39853  2.72229  0.14086
C  -2.29359  3.14990  -0.85255
C  -2.83851  2.21253  -1.70523
C  -2.47190  0.87827  -1.59367
N  -1.64591  0.45567  -0.63110
C  -1.15641  1.34610  0.23890
C  1.02738  6.12079  0.85548
C  1.34953  7.42292  0.53435
H  1.75999  10.45810  2.00940
H  1.36207  10.13876  0.30706
H  2.97498  9.80800  0.91118
H  1.48755  8.74303  3.64165
H  0.92737  6.42765  4.22783
H  1.15932  4.15044  3.44299
H  -1.08188  4.59173  0.90955
H  -2.54698  4.19414  -0.95083
H  -3.52898  2.50147  -2.48018
H  -2.86080  0.15863  -2.30460
H  -0.56585  0.97666  1.06817
H  0.94696  5.38217  0.07060
H  1.50190  7.69690  -0.49921

Record 3
Molecular formula: C12H30As2F12MnN2O4
Method: DFT, the ωB97M-V functional and the def2-TZVPD basis

Properties
E: -7706.91150 Ha
HOMO energy (alpha / beta): -9.34 / -10.59 eV
multiplicity: 6

Cartesian coordinates (Å):
Mn  -6.99682  -39.28451  -13.07283
As  -10.16469  -41.06242  -11.76746
F  -11.16608  -39.81922  -12.52468
F  -10.49547  -42.12335  -13.12380
F  -9.03169  -42.20235  -11.07404
F  -9.75295  -39.95301  -10.45964
F  -11.45967  -41.76159  -10.85169
F  -8.80501  -40.32854  -12.64314
As  -3.23200  -39.90780  -14.78440
F  -4.79837  -39.39236  -14.05960
F  -3.34954  -41.40037  -13.90208
F  -1.68280  -40.38422  -15.45620
F  -3.25406  -38.39319  -15.65238
F  -2.45200  -39.11821  -13.44257
F  -4.07763  -40.60085  -16.14678
C  -6.52987  -42.42486  -13.83871
O  -6.30034  -41.31536  -12.98771
C  -5.74033  -41.69703  -11.73214
C  -5.34809  -40.39232  -11.02647
N  -6.54375  -39.54728  -10.92288
C  -6.19444  -38.27856  -10.21671
C  -5.39022  -37.35038  -11.15124
O  -5.82106  -37.56592  -12.50961
C  -5.09119  -36.68834  -13.37025
H  -6.66699  -42.12767  -14.87463
H  -7.40885  -42.97359  -13.48953
H  -5.66002  -43.08545  -13.83197
H  -4.92366  -42.40211  -11.87725
H  -6.55187  -42.14754  -11.14962
H  -4.59226  -39.84600  -11.59083
H  -4.95386  -40.67911  -10.04554
H  -7.16214  -40.03264  -10.27537
H  -5.63725  -38.62668  -9.34468
H  -7.10941  -37.77626  -9.90685
H  -4.33740  -37.64748  -11.16149
H  -5.46576  -36.29869  -10.87919
H  -5.13559  -35.64701  -13.04392
H  -5.35272  -36.75649  -14.42299
H  -4.04800  -37.01107  -13.29594
C  -7.62962  -41.48740  -18.80776
O  -7.56390  -40.79119  -17.56973
C  -7.11346  -39.46014  -17.71318
C  -6.80023  -38.93629  -16.28978
N  -7.57836  -39.57342  -15.20149
C  -9.00173  -39.15631  -15.22571
C  -9.11123  -37.74800  -14.64726
O  -8.44983  -37.75797  -13.35889
C  -8.59102  -36.50229  -12.71659
H  -8.57683  -41.17781  -19.25982
H  -7.58691  -42.55694  -18.61189
H  -6.82525  -41.29455  -19.52160
H  -7.95140  -38.89238  -18.13605
H  -6.19748  -39.34653  -18.29287
H  -6.97397  -37.85496  -16.27126
H  -5.72269  -38.99153  -16.17012
H  -7.56787  -40.50464  -15.62167
H  -9.56459  -39.83090  -14.59125
H  -9.44380  -39.31336  -16.21220
H  -10.16258  -37.48606  -14.51273
H  -8.66838  -36.94884  -15.24652
H  -7.87354  -35.74620  -13.03686
H  -8.49968  -36.63810  -11.63782
H  -9.60834  -36.11794  -12.81634

Record 4
Molecular formula: C26H29BrN3O4PtS
Method: DFT, the ωB97M-V functional and the def2-TZVPD basis

Properties
energy relative to the best compared isomer or geometry (same formula, charge and spin): 12.7 kJ/mol
E: -4565.01204 Ha
net charge: -1
HOMO energy (alpha / beta): -4.52 / -4.88 eV
multiplicity: 3

Cartesian coordinates (Å):
Pt  -0.16890  0.11065  -1.14141
C  5.87900  -4.56635  1.29123
C  5.54414  -4.24539  -0.17206
C  6.67244  -3.38320  -0.73826
C  5.49097  -5.55374  -0.97394
C  4.19127  -3.54158  -0.25149
C  4.01463  -2.30238  -0.83487
C  2.75611  -1.72105  -0.87472
Br  2.62901  -0.03092  -1.74932
C  1.59978  -2.30902  -0.33803
O  0.41509  -1.76129  -0.33784
C  1.78051  -3.61232  0.22800
C  3.04721  -4.16570  0.25757
C  0.56794  -4.38713  0.75582
C  -0.42476  -4.63018  -0.39232
C  0.95928  -5.75532  1.32169
C  -0.13236  -3.60907  1.87868
H  6.84611  -5.07264  1.35941
H  5.12671  -5.21602  1.74029
H  5.92548  -3.65030  1.88302
H  7.62382  -3.90995  -0.63383
H  6.75323  -2.43275  -0.20743
H  6.52189  -3.17168  -1.79866
H  6.45257  -6.07318  -0.92734
H  5.25725  -5.35061  -2.02072
H  4.72394  -6.22494  -0.58458
H  4.84158  -1.75893  -1.26969
H  3.16580  -5.14661  0.69754
H  0.04236  -5.22913  -1.17827
H  -0.76021  -3.68886  -0.82187
H  -1.29781  -5.17414  -0.02053
H  1.42482  -6.39382  0.56734
H  0.05668  -6.26080  1.67176
H  1.64150  -5.66461  2.17038
H  -0.52112  -2.66626  1.50512
H  0.56124  -3.40720  2.69971
H  -0.96605  -4.19915  2.27154
S  -2.44593  -0.68788  -0.53001
C  -3.32149  0.73017  -0.26884
N  -2.80336  1.93649  -0.64089
C  -3.39390  3.10820  -0.38024
C  -4.59524  3.11228  0.26536
C  -5.12870  1.85055  0.57101
N  -4.54138  0.70573  0.31642
H  -1.92734  1.92476  -1.18382
H  -2.85529  3.98753  -0.70501
H  -5.10793  4.02833  0.51029
H  -6.09915  1.78227  1.05459
O  -0.52717  3.27943  1.38114
C  -0.30215  2.07088  1.31617
O  0.45357  1.50950  0.44053
C  -0.97202  1.16836  2.33723
C  -1.99833  1.67944  3.12722
C  -2.62949  0.87831  4.06511
C  -2.22064  -0.43912  4.23657
C  -1.18333  -0.94611  3.46791
C  -0.56471  -0.14715  2.51490
H  -2.27396  2.71793  2.99716
H  -3.43555  1.27957  4.66866
H  -2.71219  -1.06951  4.96791
H  -0.86360  -1.97204  3.59850
H  0.22565  -0.53698  1.88520
O  -1.16115  3.88775  -3.27072
C  -0.86373  2.82822  -2.80267
N  -0.58693  1.76552  -2.36160

Record 5
Molecular formula: C4H5NO
Method: DFT, the ωB97M-V functional and the def2-TZVPD basis

Properties
energy relative to the best compared isomer or geometry (same formula, charge and spin): 188.5 kJ/mol
E: -285.34281 Ha
HOMO energy: -10.24 eV
multiplicity: 1
structure (SMILES): N#CC1(O)CC1

Cartesian coordinates (Å):
N  2.59198  -0.57031  -0.65186
C  1.46003  -0.66560  -0.40879
C  0.24299  -0.17115  0.25538
O  0.66261  0.25996  1.51273
C  -0.63810  0.64067  -0.66712
C  -1.21451  -0.50191  0.11737
H  1.58882  0.50548  1.37080
H  -0.86917  1.66902  -0.41589
H  -0.44690  0.45908  -1.71930
H  -1.82824  -0.21297  0.97323
H  -1.54953  -1.41227  -0.36655

Record 6
Molecular formula: C4H10O2
Method: DFT, the ωB97M-V functional and the def2-TZVPD basis

Properties
energy relative to the best compared isomer or geometry (same formula, charge and spin): 278.5 kJ/mol
E: -308.79210 Ha
HOMO energy: -9.25 eV
multiplicity: 1
structure (SMILES): O=CCO.CC

Cartesian coordinates (Å):
O  0.76427  -2.13070  0.06152
C  0.01643  -1.40388  -0.57933
C  -1.60433  -1.32042  -0.14510
O  -2.32073  -0.15576  -0.47821
H  0.08815  -1.25426  -1.66574
H  -2.01146  -2.12841  -0.75467
H  -1.77091  -1.60522  0.89875
H  -2.21609  0.46690  0.26006
C  0.74366  0.99714  -0.31277
C  1.58781  1.37249  0.88166
H  0.00913  1.76461  -0.57522
H  1.35870  0.83941  -1.20000
H  -0.06184  0.12817  0.06970
H  0.97131  1.56068  1.76520
H  2.14028  2.29514  0.68417
H  2.30563  0.57412  1.08998